Entry 1:
# C45H50N8O

8 unconnected molecules or ions with the total composition C45H50N8O (ωB97M-V/def2-TZVPD, the OMol25 dataset).

Last column: Löwdin charge in e.
Positions of all 104 atoms, in Å:
N 6.64 -0.85 4.76  -0.005
C 7.00 -0.82 3.33  -0.236
C 6.08 0.14 2.53  -0.192
O 5.00 0.61 3.33  -0.161
C 5.02 2.00 3.57  -0.202
C 3.62 2.48 4.03  -0.108
C 2.52 1.49 3.77  -0.231
C 2.11 1.19 2.47  -0.037
C 1.09 0.27 2.23  -0.084
C 0.47 -0.36 3.30  -0.094
C 0.87 -0.08 4.60  -0.081
C 1.89 0.84 4.84  -0.037
H 7.31 -1.46 5.22  0.065
H 5.74 -1.30 4.88  0.069
H 8.01 -0.44 3.28  0.100
H 6.94 -1.81 2.89  0.095
H 6.65 0.99 2.15  0.095
H 5.63 -0.41 1.71  0.112
H 5.34 2.56 2.69  0.089
H 5.72 2.20 4.38  0.081
H 3.66 2.70 5.09  0.107
H 3.39 3.41 3.51  0.100
H 2.61 1.68 1.65  0.103
H 0.81 0.07 1.21  0.084
H -0.33 -1.07 3.12  0.080
H 0.38 -0.59 5.41  0.097
H 2.19 1.03 5.86  0.106
C -4.13 -1.42 -0.63  -0.085
C -2.80 -1.07 -0.46  -0.064
C -2.24 -1.24 0.80  -0.146
N -2.90 -1.72 1.85  0.057
C -4.18 -2.05 1.66  -0.159
C -4.83 -1.92 0.45  -0.076
H -4.60 -1.31 -1.60  0.092
H -2.21 -0.68 -1.28  0.101
H -1.20 -0.99 0.98  0.074
H -4.70 -2.43 2.53  0.101
H -5.87 -2.20 0.36  0.095
C 6.78 4.08 -2.01  -0.084
C 5.51 3.92 -1.49  -0.090
C 5.22 2.77 -0.78  -0.168
N 6.12 1.82 -0.54  0.067
C 7.34 1.97 -1.05  -0.146
C 7.72 3.08 -1.80  -0.068
H 7.05 4.98 -2.56  0.106
H 4.75 4.69 -1.62  0.107
H 4.24 2.62 -0.34  0.103
H 8.05 1.18 -0.84  0.106
H 8.72 3.16 -2.19  0.101
C -4.78 -2.54 -6.43  -0.076
C -3.45 -2.19 -6.27  -0.075
C -2.87 -2.35 -5.01  -0.157
N -3.53 -2.84 -3.96  0.055
C -4.80 -3.17 -4.14  -0.160
C -5.47 -3.05 -5.35  -0.067
H -5.26 -2.43 -7.39  0.106
H -2.87 -1.79 -7.09  0.100
H -1.84 -2.09 -4.84  0.102
H -5.31 -3.57 -3.26  0.099
H -6.51 -3.34 -5.43  0.077
C -9.16 -5.90 -2.69  -0.073
C -8.83 -4.56 -2.60  -0.070
C -8.77 -3.81 -3.76  -0.170
N -9.00 -4.31 -4.97  0.053
C -9.31 -5.60 -5.05  -0.173
C -9.41 -6.44 -3.94  -0.069
H -9.23 -6.52 -1.80  0.107
H -8.63 -4.10 -1.64  0.100
H -8.51 -2.75 -3.73  0.105
H -9.49 -5.98 -6.05  0.103
H -9.68 -7.48 -4.07  0.106
C 6.17 7.68 2.00  -0.075
C 6.25 6.54 1.21  -0.062
C 5.86 5.33 1.75  -0.132
N 5.41 5.19 3.00  0.067
C 5.33 6.29 3.74  -0.150
C 5.70 7.55 3.29  -0.069
H 6.47 8.64 1.61  0.106
H 6.62 6.59 0.19  0.097
H 5.91 4.42 1.17  0.081
H 4.96 6.15 4.75  0.112
H 5.62 8.41 3.95  0.103
C 8.32 4.96 5.74  -0.082
C 7.55 3.84 5.48  -0.071
C 7.70 2.73 6.31  -0.145
N 8.55 2.70 7.34  0.055
C 9.28 3.78 7.57  -0.164
C 9.20 4.94 6.81  -0.080
H 8.23 5.84 5.11  0.098
H 6.85 3.82 4.66  0.064
H 7.12 1.83 6.15  0.091
H 9.96 3.73 8.42  0.100
H 9.82 5.79 7.04  0.097
C -13.46 -4.77 -8.40  -0.083
C -14.39 -5.80 -8.44  -0.077
C -14.38 -6.74 -7.43  -0.159
N -13.52 -6.73 -6.41  0.054
C -12.63 -5.74 -6.38  -0.157
C -12.56 -4.74 -7.34  -0.070
H -13.43 -4.01 -9.17  0.104
H -15.11 -5.86 -9.25  0.099
H -15.10 -7.56 -7.43  0.102
H -11.95 -5.75 -5.54  0.082
H -11.81 -3.96 -7.26  0.102

The SMILES is NCCOCCc1ccccc1.c1ccncc1.c1ccncc1.c1ccncc1.c1ccncc1.c1ccncc1.c1ccncc1.c1ccncc1. The LUMO energy comes out at 0.62 eV. The net charge is 0. The calculation puts the HOMO-LUMO gap at 0.3325 Eh. As for the HOMO energy: -8.43 eV.

=====

Entry 2:
# C10H13O5

A gas-phase ion, C10H13O5 (charge +1) (ωB97M-V/def2-TZVPD, the OMol25 dataset).

Last column: Löwdin charge in e.
Positions of all 28 atoms, in Å:
C 0.27 0.75 -0.67  -0.274
C 0.01 -0.88 1.00  0.115
C 0.81 0.09 0.59  -0.168
C -1.06 1.19 -0.46  -0.208
C -0.93 -1.14 -0.18  -0.336
C -1.89 0.15 -0.21  -0.130
C -1.47 2.57 -0.20  -0.003
C -1.76 -2.44 0.14  0.024
C 2.07 0.62 1.17  0.039
C 2.94 -0.01 0.05  -0.313
O -0.23 -1.24 -1.46  -0.009
O -3.23 0.28 0.04  0.127
O 2.97 0.72 -0.99  0.235
O 3.51 -1.19 0.21  0.170
O 0.46 -0.08 -1.82  0.001
H 0.94 1.64 -0.93  0.187
H 0.22 -1.77 1.57  0.142
H -0.97 3.32 -0.74  0.067
H -2.51 2.64 -0.50  0.091
H -1.28 2.81 0.88  0.121
H -2.64 -2.43 -0.40  0.056
H -1.20 -3.39 -0.09  0.120
H -2.22 -2.38 1.12  0.094
H 2.07 0.14 2.12  0.136
H 2.19 1.66 1.30  0.138
H 2.93 -1.79 -0.52  0.283
H -3.55 -0.23 0.71  0.067
H 3.56 0.40 -1.74  0.229

The LUMO energy comes out at -5.25 eV. The net charge is +1. The calculation puts the HOMO-LUMO gap at 0.2393 Eh. The calculation puts the energy above the lowest of the compared OMol25 structures with the same formula, charge and spin at 462.8 kJ/mol. As for the HOMO energy: -11.76 eV.

=====

Entry 3:
# C4H10N4

A molecular structure, C4H10N4 (ωB97M-V/def2-TZVPD, the OMol25 dataset).

Last column: Löwdin charge in e.
Positions of all 18 atoms, in Å:
C -3.05 -0.94 0.09  -0.164
C -1.18 0.40 0.17  -0.112
C 1.19 0.15 -0.18  -0.425
C 2.75 -1.17 0.21  -0.214
H -3.16 -1.69 -0.73  0.087
H -3.59 -0.10 0.22  0.025
H -3.09 -1.79 0.90  0.120
H -1.89 1.29 0.42  0.140
H -0.18 2.43 1.04  0.100
H 0.09 2.72 -0.66  0.049
H 2.14 0.81 -0.43  0.124
H 3.23 -1.43 1.33  0.116
H 3.31 -1.97 -0.45  0.072
H 3.46 -0.12 -0.34  0.134
N -1.66 -0.79 -0.23  -0.018
N 0.13 0.85 -0.30  -0.110
N 0.31 2.24 0.15  0.068
N 1.42 -0.98 -0.06  0.006

The LUMO energy comes out at 0.69 eV. The net charge is 0. The calculation puts the HOMO-LUMO gap at 0.3520 Eh. The calculation puts the energy above the lowest of the compared OMol25 structures with the same formula, charge and spin at 662.1 kJ/mol. As for the HOMO energy: -8.89 eV.

=====

Entry 4:
# C28H21F3HfN10O5S

A molecular structure, C28H21F3HfN10O5S (ωB97M-V/def2-TZVPD, the OMol25 dataset).

Last column: Löwdin charge in e.
Positions of all 69 atoms, in Å:
Hf -0.50 -0.85 -1.16  1.647
O 2.71 -1.40 -3.96  0.079
C 1.69 -1.46 -3.29  -0.460
N 1.45 -0.96 -2.06  -0.056
C 2.51 -0.85 -1.13  -0.226
C 3.76 -0.32 -1.39  -0.011
C 4.73 -0.33 -0.39  -0.089
C 4.44 -0.87 0.85  -0.102
C 3.18 -1.40 1.13  -0.021
C 2.21 -1.39 0.13  -0.215
N 0.87 -1.85 0.26  -0.031
C 0.41 -2.42 1.38  -0.472
O 0.97 -2.71 2.43  0.054
C -1.08 -2.73 1.28  -0.168
C -1.72 -3.40 2.30  0.020
C -3.08 -3.66 2.17  -0.029
C -3.74 -3.23 1.03  -0.040
C -3.04 -2.54 0.07  -0.129
N -1.72 -2.30 0.18  0.003
C 0.53 -2.30 -3.78  -0.165
C 0.54 -2.84 -5.05  0.021
C -0.48 -3.72 -5.40  -0.032
C -1.45 -4.02 -4.46  -0.040
C -1.39 -3.41 -3.22  -0.122
N -0.42 -2.57 -2.88  0.017
H 3.97 0.08 -2.37  0.110
H 5.71 0.08 -0.59  0.099
H 5.20 -0.88 1.63  0.098
H 2.96 -1.82 2.09  0.096
H -1.14 -3.69 3.16  0.124
H -3.61 -4.18 2.95  0.115
H -4.80 -3.41 0.89  0.110
H -3.52 -2.16 -0.82  0.100
H 1.34 -2.58 -5.72  0.125
H -0.50 -4.17 -6.38  0.114
H -2.25 -4.71 -4.68  0.109
H -2.15 -3.61 -2.47  0.102
N -2.28 0.67 1.81  0.062
N -3.05 1.65 1.09  0.021
C -3.34 1.44 -0.21  -0.400
N -4.26 2.26 -0.75  0.193
N -2.68 0.47 -0.82  0.073
N -2.90 0.22 -2.16  -0.435
O -2.37 -0.89 -2.47  -0.172
O -3.69 0.78 -2.87  0.120
H -2.21 1.04 2.75  0.094
H -1.33 0.76 1.44  -0.004
H -3.82 2.02 1.63  0.149
H -4.36 3.15 -0.30  0.121
H -4.25 2.29 -1.76  0.087
O -1.62 3.41 -1.99  -0.568
S -0.52 2.54 -2.43  0.736
N -0.82 1.10 -2.54  -0.488
F 3.37 6.62 3.81  0.139
C 2.94 5.53 4.48  -0.584
F 2.04 5.97 5.39  0.133
F 3.99 5.06 5.17  0.135
C 2.34 4.51 3.56  -0.126
C 1.13 4.80 2.95  -0.010
C 0.56 3.88 2.08  -0.015
C 1.20 2.67 1.82  -0.230
C 2.43 2.39 2.43  0.004
C 2.99 3.31 3.30  0.003
C 0.62 1.71 0.93  -0.102
C 0.16 0.86 0.18  -0.142
H 0.63 5.74 3.16  0.124
H -0.38 4.10 1.59  0.115
H 2.92 1.46 2.21  0.112
H 3.94 3.10 3.77  0.121

The LUMO energy comes out at -1.01 eV. The net charge is 0. The calculation puts the HOMO-LUMO gap at 0.2405 Eh. The calculation puts the energy above the lowest of the compared OMol25 structures with the same formula, charge and spin at 88.6 kJ/mol. As for the HOMO energy: -7.56 eV.

=====

Entry 5:
# C35H39F17O13

8 unconnected molecules or ions with the total composition C35H39F17O13 (ωB97M-V/def2-TZVPD, the OMol25 dataset).

Last column: Löwdin charge in e.
Positions of all 104 atoms, in Å:
C -8.95 0.48 -0.58  -0.087
C -7.55 0.90 -0.20  -0.176
O -6.88 1.47 -1.44  0.011
C -5.57 1.70 -1.27  -0.373
O -4.97 1.78 -0.24  0.154
C -4.77 1.97 -2.64  -0.530
F -4.99 0.97 -3.49  0.163
F -5.15 3.03 -3.31  0.185
F -3.47 2.02 -2.21  0.124
H -9.48 1.44 -0.88  0.102
H -9.49 0.18 0.35  0.092
H -9.02 -0.34 -1.30  0.076
H -6.89 0.19 0.22  0.100
H -7.71 1.78 0.55  0.157
C 0.62 -1.25 -1.70  -0.023
C 1.39 0.04 -1.31  -0.166
O 0.60 1.19 -1.02  0.057
C 0.12 1.19 0.17  -0.447
O 0.34 0.46 1.07  0.162
C -0.89 2.39 0.42  -0.524
F -0.96 2.90 1.61  0.204
F -0.53 3.38 -0.42  0.129
F -2.10 1.94 -0.02  0.134
H 0.06 -1.10 -2.60  0.041
H -0.07 -1.63 -0.88  0.092
H 1.40 -2.04 -1.90  0.074
H 1.97 0.35 -2.19  0.096
H 1.93 -0.19 -0.37  0.131
C 2.72 -4.43 -0.93  -0.044
C 3.88 -4.52 -1.92  -0.133
O 3.94 -3.32 -2.78  0.048
C 3.27 -3.44 -3.88  -0.410
O 2.60 -4.34 -4.34  0.145
C 3.28 -2.02 -4.57  -0.587
F 4.29 -1.97 -5.44  0.174
F 2.13 -1.87 -5.23  0.156
F 3.34 -1.00 -3.77  0.194
H 1.87 -3.94 -1.39  0.045
H 2.96 -3.84 -0.03  0.087
H 2.31 -5.41 -0.62  0.100
H 3.90 -5.38 -2.50  0.104
H 4.75 -4.39 -1.31  0.118
C 2.65 2.13 4.34  -0.057
C 1.15 2.03 4.48  -0.109
O 0.75 1.96 5.98  0.040
C 1.08 0.82 6.55  -0.401
O 1.50 -0.20 6.06  0.134
C 0.60 0.82 8.08  -0.515
F -0.46 -0.07 8.21  0.111
F 1.55 0.35 8.90  0.150
F 0.24 1.98 8.54  0.198
H 3.08 2.83 5.04  0.087
H 2.85 2.48 3.32  0.076
H 3.15 1.18 4.45  0.072
H 0.60 1.22 3.97  0.130
H 0.72 2.96 4.14  0.105
C -1.33 -3.14 -3.93  -0.049
C -2.16 -3.74 -2.86  -0.230
O -1.56 -3.58 -1.56  0.038
C -2.27 -4.20 -0.63  -0.361
O -3.36 -4.72 -0.65  0.154
C -1.60 -4.05 0.82  -0.618
F -2.00 -2.94 1.34  0.213
F -1.92 -5.00 1.70  0.163
F -0.30 -4.12 0.76  0.180
H -0.37 -3.66 -4.02  0.088
H -1.23 -2.09 -3.55  0.077
H -1.82 -3.20 -4.90  0.093
H -2.26 -4.79 -3.04  0.123
H -3.17 -3.40 -2.84  0.127
F 1.25 6.70 3.31  0.035
C 2.05 5.90 2.53  -0.245
C 3.45 5.86 2.75  -0.012
C 4.22 5.06 1.91  -0.111
C 3.67 4.37 0.84  -0.103
C 2.27 4.47 0.61  -0.084
C 1.46 5.22 1.45  -0.034
H 3.91 6.42 3.55  0.110
H 5.32 4.98 1.92  0.113
H 4.38 3.92 0.13  0.107
H 1.81 4.02 -0.35  0.126
H 0.41 5.43 1.21  0.119
F 2.04 1.90 -3.56  -0.010
C 0.88 2.29 -4.27  -0.238
C 0.39 1.32 -5.08  -0.021
C -0.83 1.58 -5.74  -0.046
C -1.52 2.78 -5.43  -0.099
C -1.02 3.66 -4.51  -0.089
C 0.27 3.49 -3.95  0.005
H 0.95 0.47 -5.25  0.084
H -1.29 0.91 -6.49  0.118
H -2.55 2.93 -5.79  0.107
H -1.51 4.53 -4.12  0.105
H 0.69 4.30 -3.36  0.117
O 3.48 -5.43 2.97  0.137
C 2.90 -4.62 3.65  -0.552
O 2.36 -3.49 3.05  0.023
C 1.46 -2.91 3.95  -0.129
C 2.04 -3.37 5.33  -0.084
O 2.68 -4.58 4.95  0.070
H 1.60 -1.84 3.83  0.116
H 0.43 -3.20 3.74  0.126
H 1.30 -3.66 6.09  0.139
H 2.72 -2.60 5.72  0.124

The SMILES is CCOC(=O)C(F)(F)F.CCOC(=O)C(F)(F)F.CCOC(=O)C(F)(F)F.CCOC(=O)C(F)(F)F.CCOC(=O)C(F)(F)F.Fc1ccccc1.Fc1ccccc1.O=C1OCCO1. The LUMO energy comes out at 0.37 eV. The net charge is 0. The calculation puts the HOMO-LUMO gap at 0.3660 Eh. The calculation puts the energy above the lowest of the compared OMol25 structures with the same formula, charge and spin at 65.0 kJ/mol. As for the HOMO energy: -9.59 eV.

=====

Entry 6:
# C2H6N3O2

2 unconnected molecules or ions with the total composition C2H6N3O2 (ωB97M-V/def2-TZVPD, the OMol25 dataset).

Last column: Löwdin charge in e.
Positions of all 13 atoms, in Å:
C 0.65 -0.84 0.35  -0.108
C 0.43 0.42 -0.44  -0.291
N 1.26 1.41 -0.15  0.036
N -1.53 0.80 0.40  -0.109
N 1.16 2.50 -0.88  -0.483
O 0.19 2.79 -1.63  -0.062
O 2.11 3.35 -0.78  -0.104
H 1.55 -0.76 0.97  0.065
H 0.70 -1.67 -0.39  0.072
H -0.22 -0.95 0.95  0.017
H 0.04 0.30 -1.37  0.067
H -2.19 0.74 -0.39  -0.073
H -1.25 1.81 0.65  -0.026

The LUMO energy (alpha / beta) comes out at 4.37 / 4.37 eV. The net charge is -1. The calculation puts the HOMO-LUMO gap (alpha / beta) at 0.2926 / 0.2925 Eh. The calculation puts the energy above the lowest of the compared OMol25 structures with the same formula, charge and spin at 639.6 kJ/mol. As for the HOMO energy (alpha / beta): -3.59 / -3.58 eV.

=====

Entry 7:
# C3H5O3PS

A gas-phase ion, C3H5O3PS (charge -2) (ωB97M-V/def2-TZVPD, the OMol25 dataset).

Last column: Löwdin charge in e.
Positions of all 13 atoms, in Å:
C -0.46 -0.41 -1.44  -0.095
C -0.42 -0.04 -0.17  -0.285
C 0.91 0.25 0.69  -0.824
S 0.94 -1.07 1.92  0.210
P 0.96 1.97 1.43  0.169
O -0.08 2.88 0.84  -0.436
O 2.39 2.45 1.41  -0.443
O 0.53 1.62 2.98  -0.309
H -1.41 -0.64 -1.93  0.012
H 0.42 -0.49 -2.05  0.024
H -1.31 0.04 0.43  0.072
H 1.78 0.15 0.03  0.035
H 0.70 0.64 2.97  -0.128

The SMILES is C=C[C@H]([S-])[P@](=O)([O-])O. The LUMO energy comes out at 6.17 eV. The net charge is -2. The calculation puts the HOMO-LUMO gap at 0.2158 Eh. The calculation puts the energy above the lowest of the compared OMol25 structures with the same formula, charge and spin at 8.2 kJ/mol. As for the HOMO energy: 0.30 eV.

=====

Entry 8:
# C15H12Cl4O2Pt

A molecular structure, C15H12Cl4O2Pt (ωB97M-V/def2-TZVPD, the OMol25 dataset).

Last column: Löwdin charge in e.
Positions of all 34 atoms, in Å:
Pt 0.28 -0.04 0.18  0.762
Cl 1.05 0.21 -2.41  0.560
C -0.35 1.22 -2.79  -0.925
Cl -1.37 1.38 -1.33  0.562
H -0.94 0.74 -3.57  0.035
H -0.01 2.22 -3.07  0.037
Cl 5.30 -2.41 2.27  0.695
C 3.68 -2.24 1.73  -0.662
C 2.71 -1.72 2.59  -0.094
C 1.40 -1.66 2.18  -0.056
C 1.01 -2.07 0.87  -0.428
C -0.37 -2.07 0.46  -0.138
C 2.04 -2.56 0.01  -0.051
C 3.34 -2.64 0.44  -0.104
H 3.00 -1.38 3.57  0.111
H 0.64 -1.29 2.86  0.116
H -1.12 -2.08 1.24  0.067
H -0.64 -2.65 -0.41  0.063
H 1.78 -2.89 -0.99  0.112
H 4.11 -3.02 -0.22  0.107
Cl 3.20 4.12 7.04  0.670
C 2.61 3.40 5.59  -0.675
C 3.11 3.82 4.36  -0.097
C 2.61 3.26 3.20  -0.008
C 1.62 2.29 3.26  -0.137
C 1.12 1.89 4.50  -0.015
C 1.63 2.42 5.67  -0.099
C 1.09 1.65 2.03  -0.667
O 1.78 1.60 0.98  -0.069
O -0.06 1.13 2.09  -0.116
H 3.88 4.57 4.33  0.104
H 2.99 3.57 2.24  0.120
H 0.34 1.14 4.53  0.117
H 1.27 2.09 6.63  0.104

The LUMO energy (alpha / beta) comes out at -0.64 / -1.04 eV. The net charge is 0. The calculation puts the HOMO-LUMO gap (alpha / beta) at 0.2412 / 0.2521 Eh. As for the HOMO energy (alpha / beta): -7.21 / -7.90 eV.

=====

Respective E_tot values: -2257.95949 -764.52606 -377.19463 -2749.19452 -4032.92427 -394.41657 -1082.64474 -2689.30232 Eh.